[1]
{
  "formula": "C31H29Cl4FO8",
  "method": "ωB97M-V/def2-TZVPD",
  "species": ["F", "C", "C", "C", "C", "C", "C", "H", "H", "H", "H", "H", "C", "C", "C", "C", "C", "C", "O", "O", "H", "H", "H", "H", "H", "H", "C", "C", "C", "C", "C", "C", "O", "O", "H", "H", "H", "H", "H", "H", "C", "C", "C", "C", "C", "C", "O", "O", "H", "H", "H", "H", "H", "H", "C", "C", "C", "C", "C", "C", "O", "O", "H", "H", "H", "H", "H", "H", "C", "Cl", "Cl", "Cl", "Cl"],
  "positions_angstrom": [[-42.979178, 0.008856, 23.937056], [-41.742328, 0.448951, 24.203089], [-41.287785, 0.330203, 25.473692], [-40.083230, 0.891959, 25.865282], [-39.369637, 1.695576, 24.932272], [-39.839912, 1.824429, 23.604846], [-41.055186, 1.223361, 23.282622], [-41.863585, -0.330049, 26.105301], [-39.791987, 0.711431, 26.889489], [-38.372872, 2.048382, 25.152227], [-39.280107, 2.377147, 22.864888], [-41.540768, 1.347595, 22.325976], [-35.131669, 5.594377, 24.574000], [-33.769793, 5.229265, 24.667754], [-33.083744, 5.646100, 25.787813], [-33.614306, 6.496065, 26.735065], [-34.877991, 7.020429, 26.536311], [-35.726766, 6.480432, 25.525468], [-37.005240, 6.883290, 25.377296], [-31.826834, 5.314784, 26.003449], [-35.706032, 5.230906, 23.734719], [-33.345852, 4.555261, 23.938102], [-33.019648, 6.870929, 27.554990], [-35.228002, 7.792104, 27.205946], [-37.293822, 7.301022, 26.192050], [-31.703154, 5.279166, 26.954782], [-35.810873, 10.893855, 16.851884], [-34.447374, 11.193935, 16.502101], [-33.662126, 10.115098, 16.111039], [-34.076855, 8.849885, 16.218131], [-35.442721, 8.590001, 16.388369], [-36.296378, 9.572127, 16.748327], [-37.585769, 9.289157, 17.002201], [-32.326342, 10.441467, 16.027311], [-36.476898, 11.720119, 17.052134], [-34.087758, 12.205727, 16.617617], [-33.468441, 7.969524, 16.072556], [-35.776988, 7.571346, 16.257919], [-38.022574, 10.121083, 16.805462], [-31.981970, 9.555460, 15.893179], [-34.301177, 4.810422, 15.531961], [-34.139683, 4.675248, 14.126383], [-35.258243, 4.676484, 13.293056], [-36.564899, 4.685079, 13.906501], [-36.693790, 4.792360, 15.278908], [-35.596550, 4.875674, 16.124017], [-35.714255, 5.004767, 17.419359], [-34.984432, 4.652425, 11.948392], [-33.447207, 4.784159, 16.192608], [-33.172868, 4.873902, 13.687973], [-37.467011, 4.839704, 13.333186], [-37.702626, 4.812917, 15.663918], [-36.603624, 5.331420, 17.574019], [-34.078900, 4.716990, 11.636235], [-37.208620, 6.871609, 21.117107], [-37.248471, 7.094285, 19.738687], [-38.041914, 6.363048, 18.919496], [-38.766149, 5.314479, 19.387595], [-38.758209, 5.047951, 20.739445], [-37.931238, 5.845746, 21.615980], [-37.996194, 5.407400, 22.919684], [-38.006768, 6.621518, 17.591226], [-36.631512, 7.469457, 21.806985], [-36.669801, 7.921696, 19.355371], [-39.446583, 4.724317, 18.791675], [-39.456674, 4.368734, 21.205498], [-37.628328, 6.067248, 23.512036], [-37.965421, 7.530813, 17.286141], [-43.116459, 4.542768, 23.570297], [-43.689724, 3.456156, 22.288739], [-41.506857, 4.963532, 23.121266], [-44.080318, 6.080152, 23.677931], [-43.194231, 3.745806, 25.144382]],
  "atomic_forces_ev_per_a": [[-0.083, -0.457, -0.450], [0.223, 1.735, -0.416], [0.308, -1.048, 0.909], [0.110, 0.871, -1.152], [-0.306, -1.265, -0.239], [-0.433, -0.667, 1.431], [-0.302, -0.166, -0.605], [-0.027, 0.184, 0.465], [0.453, 0.241, -0.029], [-0.068, 0.322, 0.285], [-0.048, 0.126, 0.058], [0.173, 0.169, -0.222], [0.112, 0.912, 0.818], [-1.666, 0.269, 0.463], [-1.013, 0.673, 0.206], [-1.427, 0.925, -0.650], [-1.084, -1.028, -0.436], [2.888, -0.358, -0.271], [-0.508, 0.003, -0.315], [2.821, -1.563, -0.066], [-0.158, -0.061, 0.047], [0.167, 0.074, 0.044], [0.211, -0.051, 0.012], [-0.304, 0.034, 0.102], [-0.237, 0.066, 0.004], [0.358, 0.026, -0.032], [1.878, 0.172, -1.133], [-3.521, -1.067, 0.459], [1.526, 3.206, 1.982], [-1.917, -2.035, -0.807], [1.098, -1.202, 0.034], [1.412, 1.786, -0.048], [-1.117, 0.303, -0.135], [-0.018, -1.012, -0.713], [-0.151, 0.029, 0.363], [0.230, -0.120, -0.233], [0.452, 0.119, -0.180], [-0.151, -0.101, 0.210], [-0.864, -0.151, 0.249], [1.207, 0.131, -0.139], [-1.032, -0.416, -0.476], [-1.175, 1.085, 1.787], [0.684, -0.242, 1.190], [1.740, 0.701, -1.500], [-0.076, -0.143, -0.464], [1.877, -0.638, -2.902], [0.250, 0.054, 1.842], [-2.234, -0.018, -0.970], [0.140, 0.229, 0.026], [0.279, -0.521, -0.015], [0.065, -0.456, -0.387], [-0.017, 0.132, 0.269], [-0.406, 0.221, 0.437], [0.132, 0.017, 0.983], [0.440, 0.352, -0.047], [0.658, 1.200, 1.331], [0.834, 1.158, -0.453], [-1.401, -1.378, 1.244], [1.044, 1.408, 0.888], [-2.310, -2.920, -0.200], [0.283, 0.491, -0.503], [-0.526, -1.239, -1.920], [0.249, 0.250, -0.172], [0.062, 0.013, -0.271], [0.094, 0.157, -0.440], [0.154, -0.295, -0.091], [-0.084, 0.254, 0.330], [0.042, 0.511, 0.631], [-0.141, -0.161, 0.021], [-1.127, -1.683, -1.790], [2.628, 0.636, -0.228], [-1.574, 2.381, 0.052], [0.219, -1.164, 1.929]],
  "lowdin_charge": [0.057, -0.328, -0.061, -0.081, -0.076, -0.086, -0.047, 0.112, 0.091, 0.086, 0.087, 0.090, 0.018, 0.009, -0.396, -0.039, -0.016, -0.300, 0.044, 0.057, 0.099, 0.118, 0.116, 0.107, 0.115, 0.105, 0.018, 0.017, -0.353, -0.010, 0.006, -0.352, 0.046, 0.039, 0.106, 0.114, 0.120, 0.109, 0.122, 0.090, -0.003, -0.038, -0.304, 0.000, -0.034, -0.382, 0.078, 0.015, 0.105, 0.101, 0.107, 0.115, 0.059, 0.096, -0.016, -0.012, -0.378, -0.008, 0.015, -0.299, 0.013, 0.008, 0.117, 0.116, 0.126, 0.078, 0.053, 0.066, -2.108, 0.322, 0.457, 0.216, 0.363],
  "total_charge": -1,
  "gap_ev": [1.763, 7.934],
  "multiplicity": 2,
  "max_force_ev_per_a": 4.1,
  "energy_ha": -3741.13498
}

[2]
{
  "formula": "C31H29Cl7F6FeN5O4PS3",
  "method": "ωB97M-V/def2-TZVPD",
  "species": ["Fe", "F", "C", "F", "F", "S", "O", "O", "N", "S", "O", "O", "C", "F", "F", "F", "N", "P", "C", "C", "C", "C", "C", "C", "C", "C", "C", "C", "C", "C", "C", "C", "C", "C", "C", "N", "H", "H", "H", "H", "H", "H", "H", "H", "H", "H", "H", "H", "H", "H", "H", "Cl", "C", "Cl", "H", "H", "C", "N", "C", "C", "S", "N", "C", "C", "H", "H", "H", "H", "H", "H", "H", "H", "H", "H", "H", "H", "Cl", "C", "C", "C", "Cl", "C", "Cl", "C", "Cl", "C", "Cl"],
  "positions_angstrom": [[-0.567500, 0.668600, -0.465000], [2.480700, 0.418300, -3.791400], [2.952300, 1.430100, -3.079200], [3.656000, 0.931100, -2.060400], [3.769700, 2.136500, -3.845000], [1.588100, 2.555600, -2.425800], [1.138600, 1.986300, -1.159000], [2.205600, 3.826700, -2.290100], [0.493700, 2.395700, -3.541200], [-0.982700, 2.617200, -3.058900], [-1.473000, 1.509600, -2.246300], [-1.258100, 3.898600, -2.505400], [-1.905800, 2.367600, -4.664300], [-1.658100, 3.332600, -5.532900], [-3.216900, 2.307300, -4.452400], [-1.518600, 1.212700, -5.185700], [1.171400, -3.630500, 1.372600], [0.781700, -3.082600, -0.225400], [1.369200, -4.459600, -1.266900], [0.939400, -5.754300, -0.990700], [1.493000, -6.811500, -1.690300], [2.469900, -6.578600, -2.648500], [2.878400, -5.285400, -2.935000], [2.327500, -4.219400, -2.242100], [-1.020000, -3.121100, -0.281300], [-1.569300, -2.693600, -1.586500], [-3.021600, -3.125600, -1.895400], [-3.950000, -3.212300, -0.667400], [-3.279000, -2.713400, 0.646300], [-1.854000, -3.175500, 0.775800], [1.809100, -2.581000, 1.986300], [2.332700, -2.478800, 3.271400], [2.806000, -1.238000, 3.662200], [2.766700, -0.154700, 2.788800], [2.267000, -0.357800, 1.515000], [1.812100, -1.541800, 1.153200], [1.282700, -4.585200, 1.682800], [0.175600, -5.923700, -0.243900], [1.165700, -7.820400, -1.485900], [2.916000, -7.411100, -3.171000], [3.630100, -5.108700, -3.689800], [2.633000, -3.205300, -2.448200], [-0.894200, -2.866100, -2.424100], [-3.130700, -3.967500, -2.571900], [-4.312700, -4.228300, -0.502800], [-3.890900, -3.017100, 1.496100], [-1.489900, -3.449800, 1.754500], [2.356400, -3.325200, 3.936500], [3.201400, -1.108300, 4.656800], [3.122000, 0.817900, 3.089100], [2.226500, 0.422800, 0.765000], [-0.324300, -1.155500, 5.534600], [-1.452900, -1.024800, 4.186400], [-0.573500, -0.664800, 2.666100], [-2.148000, -0.213900, 4.391100], [-1.975200, -1.970600, 4.059700], [-1.532600, 5.247700, 3.786400], [-1.158600, 3.937600, 3.290200], [-1.757600, 2.828200, 3.994800], [-0.618900, 3.751400, 2.075000], [-0.969700, 2.290400, 1.237400], [0.187200, 4.679300, 1.554800], [1.068600, 5.497200, 2.363000], [0.489900, 4.732800, 0.143200], [-2.602600, 5.250200, 4.001000], [-1.332500, 6.014400, 3.044500], [-1.002800, 5.487500, 4.710100], [-1.795600, 3.067100, 5.055400], [-1.146900, 1.941200, 3.846500], [-2.767700, 2.622100, 3.633600], [1.016500, 5.211200, 3.409700], [0.832400, 6.557400, 2.255900], [2.089800, 5.344300, 2.007700], [-0.352800, 4.399800, -0.460200], [1.360400, 4.126400, -0.109700], [0.708700, 5.765500, -0.121000], [-3.607300, -0.318600, 2.056100], [-3.096600, -1.177400, 0.676800], [-2.467500, -0.679300, -0.371700], [-2.224000, -1.316400, -1.540500], [0.756200, -0.824900, -1.619400], [-3.356700, -1.714600, -2.461200], [-3.115500, -1.447700, -4.182900], [-4.739700, -1.399000, -1.979300], [-5.645500, -0.106600, -2.600600], [-5.086300, -2.272100, -1.025200], [-6.560900, -2.345400, -0.189300]],
  "atomic_forces_ev_per_a": [[0.090, 1.207, -1.150], [-0.180, 0.029, -0.038], [0.036, -0.107, -0.190], [-0.204, 0.217, 0.177], [-0.071, 0.173, 0.012], [0.402, -0.570, -0.015], [0.002, -0.257, 0.311], [0.244, 0.457, -0.304], [0.048, 0.151, -0.068], [-0.114, 0.044, -0.242], [-0.292, -0.874, 0.468], [-0.260, 0.576, -0.223], [-0.010, -0.169, -0.303], [0.162, 0.190, 0.250], [0.184, 0.164, 0.405], [0.168, -0.195, -0.019], [-0.212, -0.195, -0.376], [-0.222, -1.215, 0.533], [-0.146, 0.476, 0.133], [0.027, 0.000, -0.121], [-0.060, -0.100, 0.092], [0.025, 0.080, -0.027], [0.022, -0.074, -0.025], [-0.069, 0.026, 0.043], [0.101, -0.050, 0.267], [0.566, -0.078, 0.016], [-0.133, 0.307, 0.064], [-0.159, 0.208, 0.139], [-0.164, 0.105, 0.117], [0.457, -0.380, -0.246], [0.350, 0.629, 0.478], [-0.018, -0.112, -0.195], [-0.044, 0.032, -0.265], [0.059, -0.006, -0.046], [0.297, 0.286, 0.296], [0.041, -0.386, 0.067], [0.031, 0.090, -0.115], [-0.080, -0.096, 0.048], [-0.008, -0.067, 0.016], [0.001, -0.064, -0.074], [0.041, 0.018, -0.042], [0.098, 0.132, -0.057], [-0.210, 0.051, -0.088], [0.037, 0.059, -0.160], [0.090, 0.037, -0.013], [0.060, -0.042, -0.045], [0.144, 0.094, 0.130], [-0.047, -0.117, 0.112], [0.050, -0.013, 0.129], [0.049, 0.062, -0.003], [0.041, 0.112, -0.044], [-0.060, -0.034, 0.047], [0.138, 0.041, -0.148], [-0.100, -0.266, 0.801], [0.135, -0.108, -0.089], [0.069, 0.131, 0.043], [-0.056, 0.327, 0.105], [0.160, -0.118, -0.231], [-0.077, -0.362, 0.199], [0.590, -0.165, -0.756], [-0.881, -0.073, 0.610], [-0.278, -0.038, 0.315], [0.116, 0.239, 0.241], [0.084, -0.115, -0.605], [-0.014, -0.013, -0.028], [-0.005, -0.017, 0.002], [0.026, 0.026, -0.033], [0.010, 0.064, 0.050], [-0.051, -0.029, 0.076], [-0.038, 0.014, 0.005], [0.002, 0.017, -0.007], [0.007, 0.004, 0.070], [-0.013, -0.007, 0.026], [0.057, 0.015, 0.161], [-0.072, 0.096, 0.189], [-0.006, 0.073, 0.019], [-0.395, 0.141, 0.216], [-0.053, -0.061, -0.440], [0.090, -0.120, -0.883], [-0.545, -0.072, 1.023], [0.274, -0.365, -0.272], [-0.552, 0.356, -0.512], [0.206, -0.180, 0.105], [-0.190, -0.444, 0.172], [-0.020, -0.009, 0.136], [0.306, 0.097, -0.550], [-0.081, 0.104, 0.134]],
  "lowdin_charge": [0.389, 0.111, -0.683, 0.129, 0.158, 0.606, -0.469, -0.238, -0.269, 0.630, -0.382, -0.244, -0.678, 0.171, 0.148, 0.128, -0.045, 1.034, -0.335, -0.094, -0.066, -0.059, -0.058, -0.081, -0.305, -0.235, -0.118, -0.177, -0.219, -0.019, -0.435, -0.018, -0.069, -0.061, -0.165, -0.036, 0.123, 0.105, 0.111, 0.113, 0.114, 0.097, 0.131, 0.170, 0.157, 0.139, 0.106, 0.116, 0.116, 0.111, 0.096, 0.567, -0.970, 0.610, -0.002, 0.026, -0.034, -0.203, -0.095, -0.639, 0.740, -0.190, -0.035, -0.064, 0.102, 0.092, 0.101, 0.100, 0.037, 0.092, 0.090, 0.101, 0.104, 0.058, 0.071, 0.111, 0.772, -0.650, -0.096, -0.164, 0.371, -0.704, 0.778, -0.703, 0.770, -0.670, 0.776],
  "total_charge": 1,
  "e_above_lowest_kcal_mol": 44.9,
  "gap_ev": [6.854, 7.103],
  "multiplicity": 6,
  "max_force_ev_per_a": 1.7,
  "energy_ha": -8393.25008
}